23
Properties=species:S:1:pos:R:3:forces:R:3 method="wB97M-V/def2-TZVPD" smiles=NCCS.O.O.O.O spin_multiplicity=1
S -0.7951 -3.2076 0.4072 -0.338 0.652 0.063
O 0.4540 1.7403 3.1957 -1.283 -1.620 -0.444
O -0.5032 1.8477 0.4861 -0.656 0.106 -0.054
O 1.6616 1.3277 -0.9946 0.399 0.323 -0.221
O 2.4662 0.1713 1.3964 0.013 -0.118 -0.406
N -0.7823 -0.1052 -1.7786 0.229 0.898 -1.152
C -1.2835 -1.5132 -1.7621 -0.088 2.144 -0.496
C -1.7371 -1.7936 -0.3383 -0.151 -0.691 0.877
H 1.5946 0.4195 1.7292 0.022 0.229 0.439
H 0.2126 0.0918 -1.8694 0.278 -0.897 0.948
H -1.0489 0.3681 -2.6411 -0.703 -0.284 0.097
H -1.0034 1.4192 -0.2308 0.060 -0.480 0.231
H 2.4698 1.5081 -1.4846 0.011 0.004 0.010
H 1.9616 1.0741 -0.0981 0.041 -0.293 -0.289
H 0.1089 0.9330 3.6197 0.793 0.324 0.929
H 3.0937 0.7528 1.8334 -0.107 0.062 0.266
H -0.5724 -2.2296 -2.1614 0.127 -0.167 0.303
H -2.8133 -1.9207 -0.1818 0.075 -0.928 -0.597
H 0.3321 -2.4900 0.6159 -0.231 -0.202 -0.067
H -2.0944 -1.4401 -2.4922 -0.309 -0.643 0.376
H -0.1894 1.6296 2.4640 0.506 1.274 -0.624
H 0.1210 2.3518 -0.0417 0.442 0.138 0.130
H -1.6530 -0.9348 0.3272 0.867 0.171 -0.318

***

23
Properties=species:S:1:pos:R:3:forces:R:3 method="wB97M-V/def2-TZVPD" spin_multiplicity=1 total_charge=+1
O 2.1094 -1.8033 0.1439 -0.471 0.038 0.368
O -2.9017 0.6193 -2.4209 -0.177 0.859 0.037
O -1.3755 -0.7637 -0.7240 -1.296 -0.982 -0.218
O 1.1739 0.3562 -1.5593 -0.177 0.032 -0.187
N 0.2056 0.2681 1.4007 -1.481 -1.036 0.785
C 0.4358 -0.2460 2.8024 0.630 0.699 0.115
C 0.5283 1.6569 1.1861 2.236 1.690 -0.608
H 1.4862 -1.6412 -0.5723 0.399 -0.051 -0.356
H -2.3156 1.1808 -2.9444 0.137 -0.398 -0.211
H 0.1504 2.3935 1.8865 -0.601 -0.578 0.406
H -0.1294 -1.1686 3.0307 0.612 0.480 -0.437
H 0.4503 -0.0513 -2.0529 -0.117 0.117 0.098
H -2.2547 -0.7029 -1.1963 1.261 0.684 0.254
H -1.3734 -1.7106 -0.5134 0.283 0.095 0.116
H -0.7849 0.1990 1.1340 0.190 -0.604 0.015
H 2.8688 -2.2335 -0.2599 0.026 0.024 0.003
H 1.6178 1.7801 1.2188 -0.145 -0.170 0.061
H 1.5262 -0.2870 2.9188 -0.317 -0.786 -0.133
H 0.2580 1.9522 0.1843 -0.305 -0.149 -0.226
H 0.1851 0.5392 3.5094 -0.618 0.053 -0.080
H 1.5852 0.9745 -2.1741 0.122 -0.113 0.039
H 0.7125 -0.3430 0.7428 0.084 0.447 0.110
H -3.4159 1.3030 -1.9680 -0.277 -0.353 0.051

***

27
Properties=species:S:1:pos:R:3:forces:R:3 method="wB97M-V/def2-TZVPD" spin_multiplicity=1 total_charge=-1
Na 0.5327 -0.2974 1.5477 -0.008 -0.076 -0.313
O 0.6570 -2.7773 -2.8959 -2.567 0.683 -1.594
O 0.5168 5.4041 1.6855 0.093 0.309 0.023
O 4.3125 0.7377 1.9821 -0.292 -0.015 0.060
O 0.0514 2.7456 -1.6678 -0.036 0.243 0.424
O 0.3418 -1.6527 -6.0881 -0.119 -0.228 2.007
O 0.0803 -4.0510 3.9147 0.150 0.185 -0.067
O -0.0091 1.7635 5.0015 -0.059 -0.159 -0.245
O -3.6163 -0.0545 0.4677 0.146 -0.121 0.219
C -0.4039 -2.8912 -3.8637 2.888 -0.367 1.255
C -0.6124 -1.8326 -5.0736 1.416 0.412 -3.061
H 4.9676 0.4011 1.3708 0.111 -0.145 -0.277
H -0.5890 2.3808 5.4475 -0.236 0.166 0.093
H -0.9814 -0.8522 -4.7722 0.193 0.529 1.284
H 0.8100 1.8043 5.4952 0.298 -0.036 0.098
H -1.4190 -2.1648 -5.7271 -1.246 -1.171 0.757
H -0.1527 -3.8260 -4.3648 -0.040 -0.172 -0.823
H -0.2883 -3.8653 4.7784 -0.096 0.108 0.215
H 4.8237 1.1463 2.6807 0.087 0.134 0.208
H -0.1510 -4.9644 3.7464 -0.043 -0.237 -0.164
H 0.6795 3.0910 -2.3021 0.213 -0.014 -0.174
H -4.0412 0.6486 0.9589 -0.082 0.191 0.154
H 0.2352 5.1750 2.5712 -0.047 -0.078 0.205
H -0.6464 2.3673 -2.2026 -0.153 -0.280 -0.158
H -3.9950 0.0027 -0.4095 0.006 -0.077 -0.340
H 0.2859 4.6413 1.1554 -0.042 -0.271 -0.283
H -1.3887 -3.0800 -3.4364 -0.534 0.486 0.496

***

23
Properties=species:S:1:pos:R:3:forces:R:3 method="wB97M-V/def2-TZVPD" smiles=CC.O.O.O.O.O spin_multiplicity=1
O 1.6348 -2.4683 2.9836 -0.121 0.301 0.820
O -0.4115 4.7076 2.0471 0.043 -1.493 -0.331
O -2.0355 0.8875 2.4101 0.623 1.274 -1.860
O 3.8933 -3.9042 1.3286 1.915 1.582 -1.272
O 0.6153 0.1592 1.7542 0.110 0.212 -1.284
C -1.3124 0.5794 -3.3024 3.781 0.212 -1.094
C -1.8100 -0.3369 -4.4671 2.392 -1.351 1.991
H -2.3530 0.3106 -5.0704 -0.715 0.605 -1.991
H -1.8847 0.5503 -2.4073 -0.724 0.224 0.539
H -2.7143 1.3089 1.8652 -0.901 -0.291 0.610
H -2.5326 -1.0597 -4.0376 0.636 0.057 -0.457
H 1.0911 0.6589 1.0475 -0.538 -0.880 0.721
H -0.9276 4.7737 2.8425 -0.394 0.640 0.705
H 4.3460 -3.3843 0.5687 -1.192 -1.375 1.901
H -1.0309 1.6589 -3.6257 -0.997 -1.711 0.476
H 4.5220 -3.7757 2.0733 -0.636 -0.215 -0.668
H 2.4788 -1.9823 3.0888 -0.984 -0.332 0.064
H -1.3096 1.1876 1.8019 0.125 -1.046 1.358
H 0.2281 -0.6431 1.3310 0.639 0.831 0.437
H 1.0517 -2.2404 3.7467 0.963 -0.027 -0.883
H -0.2627 0.1775 -3.0242 -1.601 0.581 -0.007
H -0.8393 -0.8939 -4.9188 -2.769 1.382 0.553
H -0.4371 3.7289 1.9642 0.347 0.820 -0.330

***

24
Properties=species:S:1:pos:R:3:forces:R:3 method="wB97M-V/def2-TZVPD" spin_multiplicity=1
O 0.2122 -1.3417 1.3537 0.764 1.378 -1.420
O 2.2535 1.1095 0.6679 -1.450 0.369 0.054
O 2.5586 -1.0610 -0.0614 -1.071 -0.805 -0.286
O 0.1710 1.4189 -0.3646 -0.199 -4.798 -1.534
O -3.1308 0.2381 2.4753 0.289 0.457 -0.144
O -2.1641 -2.3945 1.9795 -0.032 -0.663 0.471
C -0.5675 0.5618 -2.5095 -0.155 0.185 -0.147
C 0.2913 1.5599 -1.7606 -0.749 1.348 -1.520
H -0.3097 -0.4854 -2.2551 0.284 0.050 -0.048
H -2.8853 -0.6922 2.3668 0.004 -0.274 0.018
H -1.6126 0.6710 -2.2262 -0.063 0.011 0.055
H -0.1067 2.5622 -1.9903 0.449 -0.159 -0.105
H 1.3425 1.4626 -2.0630 -0.080 0.298 0.041
H -0.4919 0.7139 -3.5978 0.103 -0.214 0.380
H -1.2473 -2.1109 1.7642 -0.331 -0.614 0.250
H 2.0169 -1.0497 -0.8449 0.229 -0.954 -1.668
H -0.1101 -0.4556 1.1143 -0.610 -0.161 0.767
H 1.1605 1.2704 0.0905 2.259 1.271 1.660
H 2.4660 -0.0594 0.2156 1.493 0.474 0.791
H 1.0520 -1.2522 0.8172 -0.028 -1.253 1.139
H 2.7914 1.8750 0.7538 0.673 0.753 0.005
H -2.1280 -3.1682 2.5858 0.187 0.999 -0.705
H 0.7636 -0.1013 -0.7659 -1.622 2.443 1.789
H -2.3256 0.7288 2.2547 -0.344 -0.141 0.159

***

26
Properties=species:S:1:pos:R:3:forces:R:3 method="wB97M-V/def2-TZVPD" spin_multiplicity=1
O 17.4623 11.3386 5.2651 -0.070 0.176 -0.474
O 15.5459 18.6390 5.4995 0.174 0.077 -0.369
O 15.5030 14.7037 3.6620 -0.279 0.325 -0.639
O 17.9854 11.2460 1.3236 0.050 0.258 -0.117
O 13.4126 12.3983 1.5034 0.360 0.227 0.239
O 15.7632 15.4912 8.4608 0.639 -0.225 0.381
O 14.1931 14.2288 7.5738 -0.358 -0.992 -0.926
O 19.2769 15.7705 4.3470 -0.307 -0.199 -0.204
C 14.9453 14.5446 8.5301 -0.282 2.216 -1.732
C 14.6981 13.8813 9.8166 0.640 -1.449 2.069
H 17.7788 11.1614 2.2545 0.065 -0.080 0.406
H 17.2896 10.7623 0.8785 -0.135 -0.160 -0.167
H 19.4506 15.8048 5.2877 -0.067 0.017 0.340
H 20.0684 16.1269 3.9437 0.155 0.094 -0.167
H 16.7474 10.7201 5.4156 -0.237 -0.122 0.154
H 13.7636 14.1588 10.3043 -0.088 0.143 -0.315
H 15.1046 13.9907 3.1575 -0.666 -0.732 -0.769
H 18.1807 11.0113 5.8064 0.229 0.017 0.171
H 12.6858 11.7916 1.6447 -0.209 -0.155 0.168
H 15.5879 18.0549 6.2567 0.048 -0.291 0.446
H 16.4561 14.6295 3.5746 1.252 0.199 0.186
H 15.5006 14.0443 10.5360 0.048 0.520 0.003
H 15.2343 14.5837 4.5758 -0.349 0.152 1.952
H 13.4196 12.5483 0.5581 0.026 0.078 -0.271
H 14.6190 18.6571 5.2614 -0.228 0.052 0.020
H 14.7104 12.7945 9.7330 -0.411 -0.145 -0.383

***

Calculated values (kcal per mole) of relative energy (zero: lowest compared OMol25 entry of this formula, charge and spin) for the records, taken in order: 12.92; 19.93; 124.72; 41.44; 137.01; 77.74.
Calculated values (eV) of electronic energy for the records, taken in order: -22832.428; -12007.722; -23123.659; -12569.611; -14613.244; -18710.134.
Calculated values (eV) of HOMO energy for the records, taken in order: -9.06; -14.98; -1.10; -11.01; -10.54; -6.65.